1.
Below is a 10-piece molecular cluster, C49H94F15N6O19S5 overall in a non-equilibrium geometry, with properties calculated with ωB97M-V/def2-TZVPD.

The geometry in XYZ format:
```
188
Properties=species:S:1:pos:R:3
C 6.327 2.687 -0.821
C 6.702 2.398 0.644
N 7.192 0.920 1.054
C 6.023 -0.025 0.590
C 8.546 0.696 0.304
C 8.819 -0.779 0.074
C 7.362 0.956 2.625
C 7.879 -0.421 3.192
O 7.311 -1.694 2.718
C 7.688 -2.943 3.357
H 5.883 3.667 -0.993
H 5.697 1.862 -1.153
H 7.257 2.734 -1.387
H 5.723 2.513 1.111
H 7.352 3.132 1.121
H 6.176 -1.017 1.015
H 6.094 -0.068 -0.496
H 5.054 0.393 0.865
H 9.199 1.124 1.066
H 8.553 1.033 -0.732
H 9.238 -1.298 0.936
H 9.564 -0.946 -0.704
H 7.996 -1.321 -0.392
H 6.398 1.115 3.109
H 8.017 1.778 2.912
H 7.755 -0.387 4.275
H 8.949 -0.429 2.984
H 7.306 -3.711 2.684
H 7.270 -2.978 4.363
H 8.776 -2.942 3.414
C -7.240 -3.965 0.422
C -5.840 -3.791 -0.135
N -4.733 -4.154 0.826
C -4.703 -3.098 1.984
C -4.907 -5.612 1.360
C -3.641 -6.129 2.183
C -3.314 -3.987 0.141
C -3.136 -4.612 -1.272
O -3.358 -5.966 -0.990
C -2.776 -6.846 -1.942
H -7.992 -3.698 -0.320
H -7.369 -3.171 1.157
H -7.528 -4.976 0.711
H -5.656 -2.730 -0.302
H -5.645 -4.377 -1.033
H -3.685 -3.012 2.366
H -5.442 -3.257 2.769
H -4.929 -2.080 1.668
H -5.196 -6.218 0.501
H -5.733 -5.482 2.060
H -3.213 -5.388 2.859
H -2.911 -6.586 1.516
H -4.112 -6.932 2.749
H -2.514 -4.213 0.847
H -3.279 -2.912 -0.037
H -2.112 -4.444 -1.604
H -3.890 -4.338 -2.010
H -2.941 -6.367 -2.907
H -3.278 -7.809 -2.036
H -1.710 -6.977 -1.753
C 1.446 -3.800 -2.516
C 1.938 -2.397 -2.907
N 1.718 -1.210 -1.789
C 2.857 -1.593 -0.746
C 1.862 0.166 -2.534
C 3.317 0.588 -2.794
C 0.414 -1.299 -0.974
C -0.908 -0.898 -1.769
O -0.986 -1.682 -2.976
C -1.975 -1.238 -3.906
H 1.610 -4.472 -3.358
H 0.406 -4.043 -2.296
H 2.036 -4.107 -1.653
H 1.444 -2.055 -3.816
H 3.008 -2.299 -3.092
H 2.644 -2.564 -0.297
H 2.918 -0.870 0.068
H 3.784 -1.718 -1.304
H 1.586 0.866 -1.746
H 1.196 0.338 -3.379
H 3.330 1.655 -3.015
H 3.910 0.094 -3.563
H 3.955 0.498 -1.915
H 0.446 -0.559 -0.174
H 0.319 -2.235 -0.424
H -0.942 0.183 -1.904
H -1.767 -1.166 -1.153
H -1.550 -0.435 -4.508
H -2.818 -0.904 -3.303
H -2.228 -2.107 -4.515
C -3.197 7.313 0.261
C -3.427 6.469 -0.990
N -2.538 5.239 -1.342
C -2.448 4.406 -0.016
C -3.104 4.398 -2.503
C -4.584 4.084 -2.497
C -1.116 5.817 -1.566
C -0.064 4.782 -2.057
O -0.382 4.375 -3.397
C 0.527 3.314 -3.823
H -2.783 6.876 1.169
H -4.071 7.921 0.496
H -2.417 8.053 0.082
H -3.363 6.933 -1.974
H -4.404 6.054 -0.742
H -3.472 4.224 0.311
H -1.884 4.853 0.802
H -2.015 3.421 -0.192
H -2.547 3.464 -2.422
H -2.811 4.863 -3.444
H -4.969 3.912 -1.492
H -4.782 3.208 -3.114
H -5.121 4.973 -2.828
H -0.761 6.442 -0.746
H -1.260 6.520 -2.386
H 0.119 4.001 -1.319
H 0.885 5.292 -2.226
H 0.218 2.988 -4.816
H 0.699 2.515 -3.102
H 1.539 3.682 -3.988
C -8.629 2.741 6.122
N -7.307 2.385 5.733
C -7.125 1.131 5.251
C -5.851 0.697 4.779
C -4.787 1.641 4.614
C -5.069 3.026 5.007
C -6.301 3.274 5.617
C -3.447 1.260 4.060
C -2.755 2.025 3.205
C -1.456 1.503 2.859
N -0.960 0.394 3.442
C -1.585 -0.316 4.373
C -2.882 0.151 4.716
C 0.253 -0.189 2.864
H -9.013 1.855 6.626
H -9.226 2.927 5.229
H -8.678 3.545 6.855
H -8.000 0.497 5.259
H -5.761 -0.302 4.381
H -4.340 3.819 4.933
H -6.612 4.245 5.973
H -3.079 2.937 2.726
H -0.884 1.988 2.082
H -1.046 -1.134 4.826
H -3.421 -0.362 5.499
H 1.065 0.537 2.898
H 0.023 -0.339 1.809
H 0.607 -0.992 3.511
C 2.464 4.257 1.360
F 1.692 4.936 0.553
F 3.755 4.697 1.255
F 2.147 4.307 2.645
S 2.501 2.416 0.931
O 3.158 2.300 -0.360
O 3.221 1.859 2.077
O 1.089 1.941 0.871
C 1.019 -4.738 3.562
F 2.160 -5.300 3.343
F 0.031 -5.633 3.709
F 1.178 -4.094 4.684
S 0.582 -3.483 2.111
O 0.371 -4.309 0.896
O -0.593 -2.816 2.692
O 1.817 -2.647 1.991
C 6.730 -2.712 -3.108
F 6.695 -2.871 -1.766
F 7.515 -3.610 -3.612
F 5.453 -2.766 -3.649
S 7.481 -1.030 -3.445
O 6.692 0.001 -2.688
O 8.912 -1.169 -2.980
O 7.538 -0.812 -4.875
C 1.294 -0.549 -6.918
F 2.452 -1.116 -7.040
F 0.540 -1.043 -7.903
F 0.609 -0.734 -5.759
S 1.599 1.342 -7.242
O 0.281 1.993 -7.257
O 2.505 1.736 -6.177
O 2.292 1.422 -8.519
C -5.442 0.466 -1.056
F -5.023 -0.462 -1.966
F -5.791 1.550 -1.683
F -6.480 -0.051 -0.457
S -3.939 0.882 0.116
O -2.965 1.288 -0.886
O -4.423 1.900 1.032
O -3.612 -0.340 0.873
```

## Properties
Max |F|   4.84 eV Å⁻¹
Multiplicity   1
E_tot   -195102.8825 eV
Total charge   +1

Atomic partial charges in e from the Mulliken method, atoms 1 to 99:
1 C -0.9833
2 C -0.7077
3 N 0.6611
4 C -1.2277
5 C -0.3423
6 C -1.1644
7 C -0.6363
8 C -0.8180
9 O -0.1396
10 C -0.8589
11 H 0.5268
12 H -0.0212
13 H 0.4692
14 H 0.3341
15 H 0.4951
16 H 0.6248
17 H 0.3476
18 H 0.0299
19 H 0.4036
20 H 0.3547
21 H 0.2482
22 H 0.5211
23 H 0.1195
24 H 0.3694
25 H 0.4314
26 H 0.5001
27 H 0.4419
28 H 0.2538
29 H 0.2771
30 H 0.3381
31 C -1.3928
32 C 0.0239
33 N 0.8594
34 C -1.0040
35 C -0.5702
36 C -1.3192
37 C 0.6409
38 C -0.4663
39 O -0.1768
40 C -0.9351
41 H 0.4444
42 H 0.3577
43 H 0.3252
44 H -0.1416
45 H 0.4355
46 H 0.2493
47 H 0.4313
48 H 0.2219
49 H 0.4798
50 H 0.5834
51 H 0.2899
52 H 0.2378
53 H 0.4781
54 H 0.0486
55 H -0.7370
56 H 0.1124
57 H 0.4668
58 H 0.3671
59 H 0.2797
60 H 0.2922
61 C -1.1810
62 C 0.0476
63 N 1.4302
64 C -0.8332
65 C 0.0962
66 C -1.2227
67 C 0.5954
68 C 0.5683
69 O -0.2650
70 C -0.4913
71 H 0.5518
72 H -0.1096
73 H 0.3659
74 H 0.0900
75 H 0.6620
76 H 0.3383
77 H 0.0963
78 H 0.1298
79 H -0.3872
80 H 0.6221
81 H 0.5069
82 H 0.4026
83 H -0.3899
84 H -0.9952
85 H 0.0839
86 H -0.0517
87 H -0.3569
88 H 0.1808
89 H -0.0160
90 H 0.2661
91 C -1.4682
92 C -0.4454
93 N 1.1022
94 C -1.4701
95 C 0.0350
96 C -1.6583
97 C -1.1776
98 C -0.0051
99 O -0.4687

2.
Below is one molecule with the formula C16H18N4O3S2 in a non-equilibrium geometry, with properties calculated with ωB97M-V/def2-TZVPD.

The geometry in XYZ format:
```
43
Properties=species:S:1:pos:R:3
C -3.178 -0.444 -2.471
H -4.259 -0.294 -2.556
O -2.808 -0.778 -1.153
C -3.071 0.124 -0.150
C -3.656 1.366 -0.327
C -3.855 2.200 0.766
C -3.468 1.802 2.031
C -2.890 0.557 2.225
C -2.694 -0.287 1.145
N -2.139 -1.567 1.248
C -1.470 -2.120 2.279
O -1.321 -1.638 3.377
C -0.905 -3.517 1.993
H -1.565 -4.265 2.434
H 0.077 -3.591 2.460
S -0.755 -3.978 0.244
C 0.378 -2.771 -0.261
N 0.984 -1.959 0.530
N 1.800 -1.117 -0.083
C 1.846 -1.254 -1.361
N 2.597 -0.541 -2.237
C 3.555 0.445 -2.004
O 4.122 0.915 -2.959
C 3.762 0.847 -0.581
H 3.880 -0.040 0.041
C 4.827 1.929 -0.343
H 5.712 1.605 0.198
H 5.129 2.402 -1.275
C 3.805 2.750 0.456
H 3.697 3.790 0.157
H 3.972 2.706 1.530
C 2.689 1.805 -0.010
H 2.060 1.375 0.764
H 2.059 2.239 -0.785
H 2.485 -0.775 -3.218
S 0.785 -2.551 -1.962
H -2.177 -2.081 0.374
H -2.583 0.233 3.205
H -3.619 2.455 2.877
H -4.313 3.165 0.613
H -3.960 1.698 -1.308
H -2.655 0.453 -2.819
H -2.882 -1.295 -3.083
```

## Properties
SMILES   COc1ccccc1NC(=O)CSc1nnc(NC(=O)C2CCC2)s1
Max |F|   1.78 eV Å⁻¹
Multiplicity   1
E_tot   -50656.8581 eV

Partial charges, Mulliken, in e:
1 C -0.9592
2 H 0.3727
3 O -0.3531
4 C 1.0299
5 C -0.5947
6 C -0.6899
7 C -0.7541
8 C -0.4767
9 C 0.0197
10 N 0.0061
11 C 0.6563
12 O -0.6507
13 C -0.7089
14 H 0.4455
15 H 0.3524
16 S -0.2219
17 C 0.4517
18 N -0.5683
19 N -0.1670
20 C 0.4417
21 N -0.0631
22 C 0.1021
23 O -0.6404
24 C 0.3802
25 H 0.4879
26 C -0.8707
27 H 0.2863
28 H 0.2894
29 C -0.5207
30 H 0.2873
31 H 0.2564
32 C -0.6616
33 H 0.2548
34 H 0.2843
35 H 0.2344
36 S -0.2495
37 H 0.2268
38 H 0.5009
39 H 0.3832
40 H 0.3777
41 H 0.4045
42 H 0.3781
43 H 0.2400

HOMO-LUMO gap, record by record: 2.790 8.487 eV